The following is a DFT calculation (ωB97M-V with the def2-TZVPD basis set) of a molecular structure, H16O8Pb.

Geometry as ORCA input:
```
! wB97M-V def2-TZVPD RIJCOSX def2/J DEFGRID3
* xyz 3 2
Pb -0.26 -0.16 0.03
O -2.18 1.29 0.87
H -2.26 1.35 1.82
H -2.97 1.70 0.53
O 0.90 -1.53 -1.70
H 0.97 -2.48 -1.79
H 1.46 -1.17 -2.39
O 2.28 0.10 0.22
H 2.86 0.76 0.60
H 2.87 -0.59 -0.08
O 0.38 -0.03 2.59
H 0.21 0.77 3.08
H 0.82 -0.61 3.21
O 0.62 2.35 0.66
H 1.52 2.41 0.98
H 0.11 2.90 1.26
O -0.84 -2.50 0.95
H -1.29 -2.67 1.78
H -0.18 -3.19 0.89
O 0.06 1.28 -2.07
H 0.44 0.99 -2.90
H 0.54 2.08 -1.86
O -1.87 -0.86 -1.90
H -1.60 -1.67 -2.34
H -2.59 -0.53 -2.43
*
```

Calculated values
M: 351.3 g/mol
DFT total energy: -803.2141 Ha
HOMO-LUMO gap (alpha / beta): 0.461 / 0.223 Ha
max |F|: 1.4 eV/A

***

The following is a DFT calculation (ωB97M-V with the def2-TZVPD basis set) of 13 unconnected molecules or ions with the total composition C70H159N17O14.

Geometry as ORCA input:
```
! wB97M-V def2-TZVPD RIJCOSX def2/J DEFGRID3
* xyz 0 1
C 6.57 0.57 -1.47
C 7.68 -0.47 -1.43
C 7.08 -1.88 -1.27
C 6.37 -2.30 -2.55
C 7.27 -2.17 -3.79
C 7.94 -0.80 -3.94
N 8.51 -0.46 -2.64
O 9.28 0.74 -2.72
C 9.05 -0.85 -4.99
C 6.83 0.10 -4.52
C 8.57 -0.26 -0.20
H 6.68 1.37 -2.20
H 6.35 1.18 -0.58
H 5.61 0.09 -1.70
H 7.80 -2.69 -1.18
H 6.44 -1.77 -0.40
H 5.42 -1.81 -2.78
H 6.14 -3.37 -2.43
H 6.61 -2.36 -4.64
H 8.06 -2.92 -3.69
H 9.12 0.04 -5.59
H 10.01 -1.17 -4.58
H 8.83 -1.74 -5.60
H 5.93 0.07 -3.90
H 7.04 1.18 -4.44
H 6.54 -0.10 -5.55
H 9.62 -0.54 -0.15
H 8.01 -0.33 0.72
H 8.84 0.82 -0.25
H 10.16 0.49 -2.42
C -3.65 3.19 2.06
C -3.68 4.66 1.61
C -5.08 4.79 1.02
C -5.38 6.22 0.58
C -5.16 7.18 1.74
C -3.78 7.13 2.44
N -3.49 5.66 2.61
O -2.18 5.50 3.17
C -2.72 7.88 1.64
C -3.91 7.59 3.90
C -2.71 4.72 0.41
H -3.76 2.42 1.30
H -4.47 3.07 2.78
H -2.65 3.01 2.49
H -5.21 4.14 0.16
H -5.90 4.56 1.72
H -6.43 6.26 0.27
H -4.82 6.50 -0.32
H -5.93 7.13 2.49
H -5.15 8.17 1.25
H -2.84 7.69 0.58
H -2.90 8.95 1.77
H -1.71 7.64 1.96
H -3.63 8.65 3.92
H -4.90 7.44 4.31
H -3.11 7.15 4.49
H -1.67 4.53 0.66
H -2.88 5.52 -0.32
H -2.87 3.83 -0.22
H -1.60 5.88 2.49
C -2.82 -1.69 5.60
C -3.97 -0.71 5.34
C -3.56 0.15 4.14
C -3.59 -0.55 2.79
C -4.95 -1.23 2.56
C -5.63 -1.96 3.76
N -5.25 -1.33 5.01
O -5.87 -1.96 6.11
C -7.14 -1.83 3.57
C -5.20 -3.45 3.75
C -4.18 0.18 6.55
H -3.05 -2.38 6.43
H -1.89 -1.18 5.84
H -2.69 -2.30 4.71
H -4.10 1.10 4.05
H -2.53 0.47 4.32
H -2.79 -1.23 2.52
H -3.72 0.21 2.02
H -4.87 -2.02 1.80
H -5.72 -0.56 2.19
H -7.42 -0.78 3.67
H -7.50 -2.29 2.65
H -7.57 -2.27 4.47
H -5.74 -3.93 4.57
H -5.52 -3.94 2.83
H -4.12 -3.49 3.84
H -4.31 -0.47 7.42
H -5.04 0.84 6.47
H -3.32 0.78 6.87
H -5.27 -2.67 6.41
C -1.86 9.79 -3.11
C -2.30 8.40 -2.61
C -3.53 8.83 -1.79
C -4.38 7.61 -1.42
C -4.76 6.81 -2.67
C -3.54 6.45 -3.52
N -2.74 7.64 -3.74
O -1.83 7.51 -4.79
C -2.76 5.34 -2.74
C -4.01 5.80 -4.82
C -1.12 7.86 -1.77
H -2.61 10.44 -3.56
H -1.01 9.82 -3.80
H -1.46 10.36 -2.26
H -3.33 9.34 -0.84
H -4.16 9.47 -2.41
H -5.31 7.92 -0.93
H -3.86 6.97 -0.70
H -5.30 7.56 -3.27
H -5.29 5.90 -2.42
H -3.26 4.38 -2.64
H -1.85 5.03 -3.28
H -2.54 5.72 -1.75
H -3.27 5.29 -5.43
H -4.83 5.13 -4.55
H -4.52 6.56 -5.42
H -1.46 7.52 -0.79
H -0.32 8.58 -1.66
H -0.76 6.99 -2.30
H -1.36 6.66 -4.65
C -0.57 2.09 -0.55
C 0.69 1.24 -0.70
C 1.89 1.93 -0.04
C 3.05 1.02 0.43
C 2.51 -0.15 1.23
C 1.41 -0.93 0.51
N 0.43 -0.01 -0.03
O -0.62 -0.76 -0.59
C 2.05 -1.87 -0.51
C 0.73 -1.75 1.61
C 1.07 0.98 -2.19
H -1.47 1.53 -0.81
H -0.57 2.99 -1.15
H -0.63 2.32 0.52
H 2.38 2.62 -0.72
H 1.48 2.41 0.86
H 3.82 1.61 0.90
H 3.41 0.56 -0.50
H 2.20 0.14 2.24
H 3.33 -0.84 1.50
H 1.32 -2.42 -1.10
H 2.77 -1.48 -1.23
H 2.60 -2.62 0.07
H 0.50 -1.12 2.47
H -0.18 -2.24 1.28
H 1.36 -2.55 2.01
H 1.01 1.97 -2.65
H 0.38 0.28 -2.65
H 2.12 0.67 -2.22
H -1.28 -0.80 0.11
C 3.07 -5.29 1.59
C 4.46 -5.06 2.18
C 4.44 -4.23 3.44
C 3.91 -4.88 4.68
C 4.62 -6.23 4.87
C 4.69 -7.18 3.65
N 5.07 -6.35 2.50
O 5.23 -7.24 1.37
C 5.81 -8.15 4.01
C 3.32 -7.87 3.57
C 5.38 -4.35 1.22
H 2.48 -5.91 2.27
H 3.12 -5.89 0.69
H 2.45 -4.40 1.47
H 5.32 -3.62 3.65
H 3.79 -3.37 3.18
H 2.82 -4.99 4.66
H 4.06 -4.32 5.61
H 4.11 -6.68 5.74
H 5.64 -6.07 5.25
H 6.81 -7.74 3.88
H 5.75 -8.52 5.03
H 5.71 -9.01 3.33
H 2.58 -7.17 3.96
H 3.05 -8.32 2.62
H 3.35 -8.74 4.25
H 6.47 -4.50 1.36
H 5.26 -3.27 1.18
H 5.46 -4.76 0.19
H 6.01 -6.93 0.90
C -0.22 -7.07 -2.49
C -0.64 -6.47 -1.15
C -0.28 -4.99 -1.08
C -1.29 -4.06 -1.79
C -2.69 -4.36 -1.28
C -3.09 -5.86 -1.37
N -2.01 -6.61 -0.73
O -2.37 -7.98 -0.52
C -4.30 -5.97 -0.46
C -3.38 -6.19 -2.83
C 0.23 -7.12 -0.06
H -0.88 -6.79 -3.31
H -0.14 -8.16 -2.50
H 0.76 -6.74 -2.83
H -0.10 -4.65 -0.06
H 0.66 -4.78 -1.61
H -1.14 -4.20 -2.86
H -1.07 -3.01 -1.57
H -3.35 -3.89 -2.03
H -3.00 -3.90 -0.35
H -5.18 -5.40 -0.78
H -4.60 -7.01 -0.26
H -4.03 -5.60 0.54
H -3.45 -7.26 -3.06
H -4.36 -5.77 -3.07
H -2.69 -5.77 -3.56
H 0.10 -8.20 -0.16
H 0.05 -6.85 0.98
H 1.29 -6.93 -0.24
H -2.61 -8.00 0.41
C -0.92 -1.20 -5.29
C -2.01 -2.12 -5.83
O -3.29 -1.58 -5.47
O -0.66 -0.20 -6.29
H 0.02 -1.71 -5.11
H -1.26 -0.75 -4.35
H -1.94 -3.19 -5.59
H -1.86 -2.17 -6.92
H -3.73 -1.29 -6.28
H -1.51 0.27 -6.39
C -4.00 -0.51 -1.90
O -4.06 -0.41 -0.63
N -5.14 -0.32 -2.71
N -2.75 -0.51 -2.59
H -5.96 -0.06 -2.19
H -5.01 -0.24 -3.70
H -2.01 -0.63 -1.90
H -2.75 -0.96 -3.49
C -3.76 2.09 -5.31
O -2.65 2.16 -5.95
N -4.96 1.76 -5.96
N -3.86 2.37 -3.93
H -5.88 1.91 -5.58
H -4.96 1.44 -6.91
H -4.68 2.08 -3.43
H -2.94 2.26 -3.53
C 3.79 3.22 -4.57
O 3.22 2.73 -5.52
N 3.73 2.72 -3.29
N 4.81 4.15 -4.81
H 2.87 2.29 -3.02
H 4.45 3.06 -2.69
H 4.93 4.45 -5.75
H 5.11 4.74 -4.06
C 1.26 -2.21 6.23
O 2.27 -1.54 5.96
N 0.84 -2.84 7.40
N 0.33 -2.44 5.16
H 1.36 -2.64 8.24
H 0.06 -3.44 7.34
H -0.10 -3.35 5.18
H 0.51 -2.02 4.28
C 5.39 1.33 3.92
O 6.36 0.50 3.82
N 5.24 2.50 3.10
N 4.52 1.32 5.06
H 4.40 3.01 3.23
H 5.76 2.59 2.25
H 4.58 0.58 5.73
H 3.62 1.76 5.04
*
```

Calculated values
M: 1463.1 g/mol
DFT total energy: -4746.3861 Ha
HOMO-LUMO gap: 0.296 Ha
max |F|: 4.7 eV/A

***

The following is a DFT calculation (ωB97M-V with the def2-TZVPD basis set) of a molecular structure, C21H39FeN4O2PS6Te.

Geometry as ORCA input:
```
! wB97M-V def2-TZVPD RIJCOSX def2/J DEFGRID3
* xyz 0 5
Fe 1.53 0.00 -0.27
C 4.56 1.61 -0.31
C 4.30 1.74 -1.81
S 3.05 0.59 -2.43
C 1.96 1.67 -3.38
C 1.33 2.84 -2.62
S 0.41 2.33 -1.14
C 1.03 3.50 0.09
C 2.53 3.46 0.36
S 3.13 1.79 0.77
H 5.33 2.33 -0.01
H 4.93 0.61 -0.07
H 5.24 1.54 -2.33
H 4.01 2.75 -2.07
H 1.19 0.99 -3.73
H 2.49 2.05 -4.26
H 0.64 3.34 -3.30
H 2.08 3.57 -2.33
H 0.49 3.23 0.99
H 0.74 4.52 -0.18
H 2.76 4.12 1.20
H 3.10 3.82 -0.50
Te 3.11 -2.01 0.25
C 4.00 -1.26 2.01
C 5.31 -0.93 2.22
C 5.58 -0.42 3.52
C 4.46 -0.37 4.30
S 3.09 -0.94 3.43
H 6.07 -1.07 1.46
H 6.55 -0.12 3.87
H 4.37 -0.03 5.31
C -3.77 0.32 3.56
C -2.96 -0.50 4.57
C -2.49 0.34 5.76
C -1.84 -1.30 3.91
N -0.92 -0.52 3.07
C -0.23 -0.94 2.02
N 0.44 0.08 1.54
N 0.14 1.14 2.31
N -0.67 0.79 3.24
H -4.72 0.63 4.02
H -3.99 -0.24 2.66
H -3.23 1.23 3.27
H -3.62 -1.28 4.96
H -1.76 1.08 5.45
H -2.05 -0.29 6.53
H -3.34 0.87 6.20
H -2.27 -2.03 3.23
H -1.25 -1.82 4.66
H -0.23 -1.94 1.63
C -2.96 1.32 -3.41
C -2.85 -0.11 -3.89
C -1.71 -0.30 -4.88
O -2.75 -1.08 -2.82
P -1.93 -1.05 -1.45
S -2.55 0.29 -0.17
S 0.05 -1.04 -1.90
O -2.30 -2.49 -0.89
C -2.48 -3.75 -1.58
C -3.91 -3.85 -2.10
C -1.45 -4.02 -2.65
H -3.16 1.96 -4.27
H -2.04 1.66 -2.93
H -3.77 1.43 -2.69
H -3.79 -0.39 -4.37
H -0.76 -0.01 -4.43
H -1.89 0.32 -5.76
H -1.64 -1.34 -5.20
H -2.35 -4.48 -0.78
H -4.06 -3.19 -2.95
H -4.62 -3.58 -1.32
H -4.11 -4.88 -2.41
H -1.52 -3.30 -3.47
H -1.63 -5.02 -3.07
H -0.44 -3.99 -2.25
*
```

Calculated values
M: 786.4 g/mol
DFT total energy: -5455.4197 Ha
HOMO-LUMO gap (alpha / beta): 0.259 / 0.267 Ha
max |F|: 0.8 eV/A